# 1
14
Properties=species:S:1:pos:R:3 method="wB97M-V/def2-TZVPD" charge=0 multiplicity=1 homo_ev=-9.4 homo_lumo_gap_ev=8.2
C -1.389 -0.416 -2.285
C 0.176 0.735 -0.861
C -0.738 -0.344 -1.195
O -0.317 -0.041 1.798
O 1.691 1.324 1.604
S 0.643 0.763 2.466
Cl 2.141 -1.615 3.173
H -1.332 0.363 -3.009
H -2.033 -1.267 -2.592
H 0.902 -1.709 3.411
H -0.195 1.494 -0.145
H 0.477 1.282 -1.708
H 1.020 0.406 -0.382
H -1.046 -0.976 -0.275

***

# 2
8
Properties=species:S:1:pos:R:3 method="wB97M-V/def2-TZVPD" charge=0 multiplicity=1 homo_ev="-8.4 / -8.5" homo_lumo_gap_ev="7.8 / 7.8"
C -1.456 -0.005 0.022
N 0.584 0.191 -0.581
O 2.595 -1.328 -0.033
S 1.522 1.487 -0.239
S 1.661 -0.409 0.596
H -1.544 0.991 -0.454
H -1.628 -0.993 -0.468
H -1.733 0.066 1.156

***

# 3
100
Properties=species:S:1:pos:R:3 method="wB97M-V/def2-TZVPD" charge=+1 multiplicity=1 homo_ev=-10.5 homo_lumo_gap_ev=7.7
Cu -0.151 -0.006 -1.085
O -1.067 -0.560 2.850
C -1.120 -0.419 1.658
N -0.523 0.667 0.921
C 0.681 1.075 1.591
O 0.721 1.593 2.672
C 1.968 0.783 0.850
C 3.160 1.214 1.407
C 4.340 0.943 0.734
C 4.281 0.252 -0.464
C 3.044 -0.146 -0.945
N 1.904 0.110 -0.304
C -1.772 -1.499 0.818
C -2.272 -2.626 1.450
C -2.840 -3.618 0.670
C -2.898 -3.441 -0.704
C -2.364 -2.285 -1.248
N -1.802 -1.334 -0.502
H 3.140 1.746 2.348
H 5.290 1.268 1.139
H 5.175 0.021 -1.028
H 2.963 -0.686 -1.881
H -2.206 -2.704 2.526
H -3.234 -4.517 1.127
H -3.341 -4.187 -1.349
H -2.389 -2.106 -2.316
C -4.159 3.914 -0.979
Si -2.843 2.603 -1.219
C -3.680 1.078 -1.898
C -1.643 3.255 -2.499
Ge -1.849 2.313 0.959
Si -3.491 1.927 2.688
C -2.655 2.061 4.346
C -4.443 0.329 2.497
C -4.688 3.357 2.509
Si -0.466 4.230 1.422
C 1.094 4.132 0.394
C -0.133 4.527 3.226
C -1.481 5.664 0.773
H -4.708 3.997 -1.924
H -3.736 4.894 -0.757
H -4.882 3.673 -0.198
H -4.224 1.358 -2.808
H -4.392 0.632 -1.197
H -2.945 0.322 -2.168
H -2.232 3.762 -3.271
H -1.094 2.444 -2.978
H -0.914 3.971 -2.112
H -1.799 1.393 4.432
H -3.372 1.815 5.137
H -2.312 3.085 4.513
H -4.006 -0.457 3.112
H -4.496 -0.024 1.465
H -5.468 0.498 2.841
H -4.198 4.303 2.263
H -5.197 3.493 3.469
H -5.454 3.161 1.755
H 1.738 3.290 0.650
H 1.680 5.047 0.540
H 0.843 4.063 -0.669
H 0.283 3.658 3.737
H -1.060 4.816 3.728
H 0.568 5.363 3.322
H -1.592 5.631 -0.314
H -0.969 6.599 1.024
H -2.479 5.708 1.220
C -3.349 0.447 -6.601
C -2.506 1.512 -6.320
C -1.466 1.360 -5.413
C -1.266 0.136 -4.783
C -2.109 -0.934 -5.072
C -3.147 -0.779 -5.980
As 0.091 -0.057 -3.414
C 0.780 -1.827 -3.832
C 0.961 -2.271 -5.141
C 1.472 -3.538 -5.382
C 1.795 -4.375 -4.320
C 1.600 -3.947 -3.016
C 1.090 -2.677 -2.774
C 1.471 1.158 -4.038
C 1.942 1.140 -5.350
C 2.940 2.019 -5.742
C 3.471 2.924 -4.830
C 3.000 2.952 -3.526
C 2.001 2.070 -3.132
H -4.158 0.567 -7.311
H -2.652 2.465 -6.813
H -0.806 2.195 -5.212
H -1.942 -1.901 -4.613
H -3.792 -1.617 -6.209
H 0.684 -1.642 -5.976
H 1.612 -3.876 -6.401
H 2.191 -5.364 -4.512
H 1.837 -4.601 -2.186
H 0.930 -2.351 -1.752
H 1.527 0.450 -6.074
H 3.302 2.001 -6.761
H 4.249 3.610 -5.140
H 3.407 3.660 -2.813
H 1.633 2.095 -2.113

***

# 4
21
Properties=species:S:1:pos:R:3 method="wB97M-V/def2-TZVPD" charge=0 multiplicity=1 homo_ev=-9.5 homo_lumo_gap_ev=10.4
C -0.388 -3.699 -0.276
C -0.795 -2.211 0.044
C -1.267 -1.386 -1.177
C -1.558 0.106 -0.979
N -1.465 0.786 0.088
N 0.902 3.624 1.658
Si 2.231 3.747 0.526
H 0.225 -3.638 -1.083
H 0.219 -3.993 0.658
H -1.279 -4.171 -0.538
H -1.523 -2.237 0.754
H 0.123 -1.645 0.570
H -0.688 -1.383 -2.009
H -2.333 -1.793 -1.576
H 0.599 2.782 2.040
H -1.879 0.442 -1.923
H -1.070 0.355 0.875
H 1.042 4.324 2.370
H 1.462 3.237 -0.854
H 2.673 5.220 0.441
H 3.358 2.933 0.686

***

The calculation returns the following total energy values, one per record and in order: -1127.293592; -966.108944; -8652.495412; -559.720586 Ha.